{
  "formula": "C3H5NO2",
  "method": "the ωB97M-V functional and the def2-TZVPD basis",
  "de_lowest_kj_mol": 832.82,
  "gap_ev": [7.5, 7.5],
  "lumo_ev": [0.1, 0.1],
  "charge": 0,
  "elements": ["C", "C", "C", "O", "O", "N", "H", "H", "H", "H", "H"],
  "xyz": [[-0.263, 0.377, -0.290], [0.550, -0.908, 0.342], [-1.530, 0.646, 0.177], [0.517, 1.468, -0.655], [1.923, 1.118, -0.806], [0.675, -2.006, 0.806], [2.252, 1.313, 0.086], [0.246, -2.894, 0.589], [-0.339, -0.584, -1.046], [-2.357, -0.002, -0.055], [-1.674, 1.473, 0.852]]
}